The following is a quantum chemistry calculation of 2 unconnected molecules or ions with the total composition C4H12NO, from the OMol25 dataset.

Properties
**Spin multiplicity**: 2
**HOMO (alpha / beta)**: -0.2057 / -0.3556 Eh
**E**: -7878.2466 eV
**Frontier orbital gap (alpha / beta)**: 0.2307 / 0.3804 hartree
**M**: 90.146 g mol⁻¹
**Expectation value of S²**: 0.75
**LUMO (alpha / beta)**: 0.682 / 0.675 eV

Geometry (Å):
1 C 1.55547 1.74763 -0.78703
2 C 0.47262 1.01353 0.01533
3 C 0.87850 -0.38501 0.41396
4 C -0.18517 -2.40893 1.34783
5 N -0.21026 -1.07647 1.09949
6 H 2.05516 1.06152 -1.47669
7 H 2.37354 2.06621 -0.13163
8 H 1.19325 2.61386 -1.32888
9 H -0.45256 1.12273 -0.55562
10 H 0.29219 1.56305 0.94134
11 H 1.79705 -0.38877 1.01523
12 H 1.16574 -1.02045 -0.44594
13 H 0.75751 -2.92402 1.38181
14 H -1.13776 -2.84234 1.60960
15 H -1.05499 -0.53054 0.98976
16 H -2.79499 -0.09227 -2.02543
17 H -3.80676 0.36814 -0.95610
18 O -2.89855 0.11211 -1.10704



The following is a quantum chemistry calculation of a gas-phase ion, C4H9N2O (charge +1), from the OMol25 dataset.

Properties
**HOMO**: -0.4633 Eh
**E**: -9311.3140 eV
**Frontier orbital gap**: 0.2620 hartree
**M**: 101.129 g mol⁻¹
**Charge**: +1
**LUMO**: -5.479 eV

Geometry (Å):
1 C 0.55320 1.08949 0.40197
2 C -0.95057 -0.76607 0.04908
3 C -1.95359 0.32309 -0.35601
4 C 1.41155 -1.18536 0.07410
5 N 0.37066 -0.22939 0.11961
6 N 1.69726 1.66592 0.11780
7 O -3.14690 0.34983 0.17282
8 H -1.01367 -1.27480 1.00025
9 H -1.24538 -1.45316 -0.82136
10 H -1.57387 1.12586 -0.98671
11 H 2.05477 -1.15493 -0.88434
12 H 2.02721 -1.04928 0.98545
13 H 1.00814 -2.16443 0.04917
14 H 1.82993 2.58834 0.42237
15 H 2.48685 1.00917 -0.17205
16 H -3.55558 1.12574 -0.17214



The following is a quantum chemistry calculation of 3 unconnected molecules or ions with the total composition C26H26FN4O7PS, from the OMol25 dataset.

Properties
**Structure (SMILES)**: [H]/N=C\Cc1cc(CCO)c([PH2]=S)c2c1C(=O)N(CCF)C2=O.O=[N+]([O-])c1ccccc1.O=[N+]([O-])c1ccccc1
**HOMO**: -0.3353 Eh
**E**: -70512.4324 eV
**Frontier orbital gap**: 0.2947 hartree
**M**: 588.554 g mol⁻¹
**LUMO**: -1.104 eV

Geometry (Å):
1 H -1.70704 -3.82819 1.88335
2 N -0.76612 -3.97795 1.50883
3 C -0.79874 -4.13781 0.25737
4 C -2.05054 -4.12149 -0.59324
5 C -2.88542 -2.87081 -0.46857
6 C -4.27263 -2.96156 -0.40803
7 C -5.11967 -1.85163 -0.29513
8 C -6.62739 -2.01316 -0.21997
9 C -7.16550 -3.36100 0.23407
10 O -7.21487 -3.49556 1.64708
11 C -4.54933 -0.57066 -0.22339
12 P -5.55528 0.92237 0.00414
13 S -5.82074 1.41812 1.86519
14 C -3.16479 -0.47361 -0.26881
15 C -2.35338 -1.58909 -0.40735
16 C -0.95073 -1.11199 -0.47474
17 O 0.03616 -1.68056 -0.84761
18 N -0.93914 0.26900 -0.10460
19 C -0.12989 0.58826 1.08869
20 C 0.20918 2.07085 1.17160
21 F -0.07530 2.52202 2.46095
22 C -2.27631 0.72885 -0.16842
23 O -2.61483 1.87845 -0.20919
24 H 0.14538 -4.29486 -0.25950
25 H -2.66775 -4.95961 -0.25629
26 H -1.82542 -4.32257 -1.64214
27 H -4.69700 -3.95570 -0.42613
28 H -7.03352 -1.25827 0.45806
29 H -7.03335 -1.80364 -1.21402
30 H -8.18037 -3.47715 -0.15129
31 H -6.58956 -4.19309 -0.17398
32 H -6.77609 -2.74578 2.05908
33 H -6.74409 0.63633 -0.67593
34 H -4.94753 1.89284 -0.79195
35 H -0.64266 0.27878 2.00232
36 H 0.78001 -0.00197 0.99527
37 H 1.26929 2.25642 1.01181
38 H -0.35180 2.67099 0.45814
39 O 3.38264 1.51890 -2.17017
40 N 4.42354 0.91216 -2.33835
41 O 5.46516 1.41806 -2.69816
42 C 4.42026 -0.53802 -2.07352
43 C 3.23564 -1.14071 -1.69686
44 C 3.23483 -2.50162 -1.44151
45 C 4.40862 -3.23343 -1.56454
46 C 5.58825 -2.60619 -1.94709
47 C 5.60108 -1.24528 -2.20693
48 H 2.32756 -0.56518 -1.59818
49 H 2.31359 -2.98090 -1.14171
50 H 4.40498 -4.29665 -1.36380
51 H 6.50176 -3.17682 -2.04143
52 H 6.50961 -0.74169 -2.50050
53 O 7.05206 3.93217 2.16159
54 N 6.37731 4.92755 2.32653
55 O 6.70354 5.88126 3.00259
56 C 5.06379 4.98092 1.65820
57 C 4.65476 3.89542 0.90704
58 C 3.41367 3.94587 0.29286
59 C 2.61014 5.06973 0.43694
60 C 3.04511 6.15098 1.19153
61 C 4.28375 6.11131 1.81161
62 H 5.29321 3.03088 0.80602
63 H 3.07520 3.10698 -0.30116
64 H 1.63986 5.10249 -0.04155
65 H 2.41881 7.02536 1.30058
66 H 4.63798 6.94092 2.40432



The following is a quantum chemistry calculation of 10 unconnected molecules or ions with the total composition H20O10, from the OMol25 dataset.

Properties
**Structure (SMILES)**: O.O.O.O.O.O.O.O.O.O
**HOMO**: -0.3488 Eh
**E**: -20797.6561 eV
**Frontier orbital gap**: 0.3460 hartree
**M**: 180.150 g mol⁻¹
**LUMO**: -0.078 eV

Geometry (Å):
1 O -0.63409 -0.09928 0.47950
2 H -0.24700 0.66742 0.04212
3 H -0.33602 -0.84701 -0.05063
4 O -2.92441 -1.48370 -1.03116
5 H -3.19805 -2.32394 -0.64630
6 H -3.70703 -1.17536 -1.50173
7 O 3.69189 2.66123 1.45991
8 H 4.57565 2.27659 1.45661
9 H 3.15513 2.01158 1.92771
10 O 2.22484 -3.65438 -1.07564
11 H 1.82188 -3.79273 -1.94021
12 H 1.91488 -2.78143 -0.80942
13 O 2.71954 3.62715 -2.21376
14 H 1.83559 3.24388 -2.18692
15 H 2.81013 4.06767 -1.36128
16 O -1.88355 3.29673 -1.17660
17 H -1.03252 3.58838 -0.83063
18 H -2.42889 4.09124 -1.15824
19 O -1.23965 -3.29174 -1.13021
20 H -1.16755 -4.01088 -1.76788
21 H -0.99958 -3.69841 -0.28998
22 O 1.55574 -4.66160 1.06916
23 H 0.98409 -3.91184 1.26931
24 H 1.21494 -4.99981 0.23342
25 O -2.57696 0.89958 0.10281
26 H -3.05511 1.33570 0.81707
27 H -2.55349 -0.02684 0.36773
28 O -0.39187 2.79539 3.57538
29 H -0.36206 2.68921 2.61787
30 H 0.23352 3.50721 3.75198



The following is a quantum chemistry calculation of 2 unconnected molecules or ions with the total composition C2H9N4, from the OMol25 dataset.

Properties
**HOMO**: -0.5195 Eh
**E**: -8167.6962 eV
**Frontier orbital gap**: 0.2749 hartree
**M**: 89.122 g mol⁻¹
**Charge**: +1
**LUMO**: -6.656 eV

Geometry (Å):
1 C -2.35244 0.31129 0.33673
2 C 0.66799 0.69869 -0.78609
3 N 2.02914 -0.39889 0.94283
4 N 1.33711 0.74567 0.51022
5 N -0.40695 -0.26309 -0.71562
6 N -0.07679 -1.42770 -0.79678
7 H -2.09660 1.27754 0.01376
8 H -3.16820 -0.23562 -0.07495
9 H -2.06986 -0.23605 1.22186
10 H 0.27828 1.74950 -0.98828
11 H 1.46305 0.55564 -1.57079
12 H 1.52855 -1.24549 0.53191
13 H -0.79048 -2.09717 -0.32848
14 H 2.99687 -0.32491 0.53271
15 H 0.66032 0.89059 1.17097



The following is a quantum chemistry calculation of 2 unconnected molecules or ions with the total composition C4H11N3O, from the OMol25 dataset.

Properties
**HOMO**: -0.6955 Eh
**E**: -10822.6993 eV
**Frontier orbital gap**: 0.3428 hartree
**M**: 117.152 g mol⁻¹
**Charge**: +2
**LUMO**: -9.598 eV

Geometry (Å):
1 C -1.06769 0.91594 2.77028
2 C -0.30584 -1.83603 0.05907
3 C 0.28867 0.44516 0.78590
4 C -0.86784 0.05844 -1.27398
5 N -0.90568 1.10677 1.53013
6 N -0.21299 -0.55164 -0.10075
7 N 1.87250 -0.02436 -1.10364
8 O -1.18680 0.81816 3.87265
9 H 0.04029 -2.30808 0.85975
10 H -0.63561 -2.39192 -0.70495
11 H 0.55780 1.40707 0.23941
12 H 1.12312 -0.09473 1.37097
13 H -0.47586 1.06783 -1.64335
14 H -0.89587 -0.63746 -2.22938
15 H -2.04916 0.10346 -1.02771
16 H -1.38961 1.98800 1.28756
17 H 2.85393 -0.17509 -1.35451
18 H 1.74306 0.85108 -1.60824
19 H 1.51358 -0.74261 -1.72920



> Number 6 is which compound?

C4H11N3O